(1)
The following is a DFT calculation (ωB97M-V/def2-TZVPD) of a molecular structure, C18H19O6SSc.

Structure (ORCA input):
```
! wB97M-V def2-TZVPD RIJCOSX def2/J DEFGRID3
* xyz 2 1
Sc -0.18605 2.23973 0.42856
O -2.28931 5.05677 -1.95945
C -1.49728 4.16868 -1.45989
O -1.71164 3.54520 -0.42214
C -0.26040 3.89413 -2.26640
O 0.61551 3.09075 -1.47119
C 1.89885 3.73365 -1.13357
C 1.83049 4.29934 0.28521
O 2.50340 5.20123 0.65248
O 0.95277 3.60724 1.03919
H -3.08089 5.20489 -1.41015
H 0.21248 4.82831 -2.56755
H -0.54010 3.34879 -3.17112
H 2.12850 4.50302 -1.86489
H 2.65579 2.95201 -1.18355
O 0.90087 0.64839 0.82966
S 1.18893 -0.79128 1.34515
C 1.57134 -1.73089 -0.14494
C 1.73384 -3.16742 0.26406
C 0.79675 -4.11498 -0.14032
C 0.93386 -5.43739 0.25039
C 2.00114 -5.81312 1.05614
C 2.93451 -4.87092 1.46417
C 2.80446 -3.54807 1.06864
C -0.48643 -1.41487 1.72915
C -1.52713 -0.65169 0.97148
C -1.98233 -1.08800 -0.26339
C -2.94337 -0.35782 -0.96186
C -3.46613 0.80657 -0.42359
C -3.03185 1.24975 0.82446
C -2.05217 0.53780 1.51108
H 2.49445 -1.28396 -0.51916
H 0.76876 -1.57654 -0.86686
H -0.02446 -3.82379 -0.78763
H 0.21537 -6.17533 -0.07885
H 2.10898 -6.84542 1.35956
H 3.77060 -5.16577 2.08319
H 3.54872 -2.82232 1.37777
H -0.60584 -1.31561 2.80733
H -0.46366 -2.47900 1.48720
H -1.62015 -2.02343 -0.67364
H -3.30506 -0.72079 -1.91486
H -4.24208 1.34467 -0.95163
H -3.48455 2.11948 1.28303
H -1.76951 0.83801 2.51877
*
```

Calculated values
ΔE to the lowest compared entry with this formula, charge and spin: 0.368 eV

***

(2)
The following is a DFT calculation (ωB97M-V/def2-TZVPD) of 11 unconnected molecules or ions with the total composition C15H52O11 in a non-equilibrium geometry.

Structure (ORCA input):
```
! wB97M-V def2-TZVPD RIJCOSX def2/J DEFGRID3
* xyz 0 1
C 1.45038 5.76427 -0.84217
C 0.06817 5.51906 -0.22321
C -0.27397 4.03131 -0.10645
O 0.03697 6.05760 1.09253
H 1.50874 5.36047 -1.85375
H 2.23489 5.30002 -0.23746
H 1.71272 6.82286 -0.85806
H -0.69097 5.99222 -0.84552
H -0.51303 3.60199 -1.08381
H -1.15074 3.96026 0.53552
H 0.57245 3.47099 0.29500
H 0.71378 5.63629 1.63056
C -1.53062 -1.09408 4.19044
C -2.27556 -0.72416 5.44972
C -2.84574 -1.93795 6.16234
O -1.35450 -0.03981 6.32271
H -0.75706 -1.86780 4.27907
H -1.03978 -0.28935 3.64275
H -2.18871 -1.60953 3.47761
H -3.12071 -0.06994 5.23658
H -3.19709 -1.68986 7.16194
H -2.12008 -2.75435 6.20220
H -3.70285 -2.30553 5.59260
H -0.82404 -0.71938 6.75100
C 2.58271 -1.82699 -3.30781
C 3.75010 -1.62844 -2.33312
C 4.59340 -0.45077 -2.76660
O 3.25368 -1.37608 -1.02817
H 1.93662 -2.67790 -3.07421
H 2.92571 -1.96821 -4.33641
H 1.93787 -0.94318 -3.33629
H 4.26970 -2.59505 -2.29135
H 3.97492 0.40849 -3.01597
H 5.28388 -0.80551 -3.53050
H 5.19202 -0.16153 -1.89813
H 2.53424 -1.99412 -0.85717
C -2.58319 -1.97127 -4.81394
C -1.59731 -2.84570 -4.05106
C -1.26918 -2.34779 -2.67176
O -2.20823 -4.13065 -3.92680
H -3.55885 -1.90255 -4.33741
H -2.75247 -2.38198 -5.81635
H -2.18388 -0.98246 -5.06153
H -0.61589 -2.88644 -4.54154
H -2.14490 -2.33766 -2.01624
H -0.88636 -1.32869 -2.62724
H -0.48948 -2.97200 -2.23014
H -2.41679 -4.46028 -4.80485
C -0.52956 3.07241 4.33055
O -1.42602 2.58224 5.29005
H -0.71757 4.13855 4.21747
H 0.49318 2.99462 4.72859
H -0.47351 2.59063 3.34795
H -1.31081 1.65371 5.53862
C -0.18861 1.20646 -3.87589
O 0.66446 1.75634 -2.90048
H -1.20094 1.07762 -3.46285
H -0.22550 1.85459 -4.74879
H 0.03769 0.18692 -4.21843
H 0.66791 1.12466 -2.16271
C -0.24347 0.50887 0.43700
O 0.28216 -0.14461 -0.70754
H -0.64079 1.45944 0.08831
H -0.99814 -0.08117 0.96025
H 0.53605 0.79575 1.15175
H 0.52076 -1.05353 -0.45351
O 1.71538 -4.82371 -1.00318
H 1.21269 -4.07200 -0.62639
H 1.07137 -5.33564 -1.50460
O 0.61480 -2.64614 0.31093
H -0.28629 -2.96205 0.52694
H 1.02951 -2.47932 1.16857
O -2.15959 -2.72341 0.81249
H -2.37659 -3.30375 1.55302
H -2.95168 -2.72453 0.26202
O 2.25236 2.20136 2.67630
H 2.54939 1.83679 1.83353
H 1.84039 1.46007 3.13249
*
```

Calculated values
ΔE to the lowest compared entry with this formula, charge and spin: 1.822 eV

***

(3)
The following is a DFT calculation (ωB97M-V/def2-TZVPD) of 2 unconnected molecules or ions with the total composition CH3F2NO in a non-equilibrium geometry.

Structure (ORCA input):
```
! wB97M-V def2-TZVPD RIJCOSX def2/J DEFGRID3
* xyz 0 1
C -1.63329 -0.14317 0.95779
O -2.07536 0.10815 -0.11328
H -1.13995 -1.08426 1.00528
H -1.76740 0.65642 1.73647
F 1.44974 -0.17624 0.23903
N 1.25259 0.10800 -1.04588
F 2.23689 -0.56857 -1.69057
H 1.67677 1.09967 -1.08883
*
```

Calculated values
ΔE to the lowest compared entry with this formula, charge and spin: 6.144 eV

***

(4)
The following is a DFT calculation (ωB97M-V/def2-TZVPD) of 16 unconnected molecules or ions with the total composition C54H82BClF10N18O4P2S3 in a non-equilibrium geometry.

Structure (ORCA input):
```
! wB97M-V def2-TZVPD RIJCOSX def2/J DEFGRID3
* xyz 0 1
C 5.76645 6.85057 1.21946
C 4.37450 6.14590 1.72056
B 4.29817 4.52197 1.51685
O 5.59087 3.83397 1.17613
C 2.90693 3.59130 1.71146
F 3.25305 2.93472 3.04970
O 2.80730 2.51173 0.83993
C 2.26570 2.44562 -0.45326
C 1.78292 3.74904 -1.28014
C 2.74565 4.44208 -2.39637
C 3.88010 5.49167 -1.87572
O 5.24750 4.93046 -1.75189
C 3.46184 1.78121 -1.35998
C 4.00408 0.30854 -0.97332
C 5.01020 -0.14306 -2.23734
Cl 5.15044 0.26159 0.52574
C 0.91064 1.45385 -0.23417
C 0.54766 0.50468 -1.49283
C -0.08682 -0.99686 -1.15021
C -1.68993 -1.04339 -0.86782
F -2.18227 -0.21607 0.25685
F -2.33185 -0.44519 -2.10201
C -2.36886 -2.51642 -0.70315
F -3.45727 -2.65453 -1.74319
F -3.11809 -2.50315 0.61087
C -1.39210 -3.80789 -0.65607
F -0.56785 -4.02581 -1.90492
F -0.51907 -3.69577 0.57376
C -2.15253 -5.26976 -0.45588
F -1.86123 -6.16841 -1.63578
F -3.61595 -5.21250 -0.34019
F -1.54711 -5.99839 0.72138
N -0.12395 2.43297 0.23424
C -1.33428 2.69850 -0.51432
C -2.53560 3.23251 0.52199
C -3.94504 3.03202 -0.33274
S -5.44808 3.80846 0.46848
C -6.90097 3.26394 -0.64665
S -6.52515 2.36874 -2.05094
N -8.35504 3.56134 -0.32349
C -8.71018 4.41189 0.87997
C -10.35053 4.34902 0.76968
N -10.70908 3.51513 -0.46451
C -9.47290 2.99388 -1.18553
P 1.11118 0.45252 1.44475
O 2.17119 -0.68870 1.41196
P 1.41278 4.65508 2.20365
S 0.55750 3.86875 3.81666
H 6.41732 6.21056 0.48761
H 6.40182 7.21139 2.15840
H 5.46548 7.85166 0.64647
H 4.30891 6.34388 2.89614
H 3.42249 6.70774 1.27349
H 5.43184 3.08625 0.52904
H 0.88614 3.36414 -1.97791
H 1.32047 4.63033 -0.66526
H 1.98888 5.13931 -3.01547
H 3.15265 3.71849 -3.25042
H 3.50408 6.06453 -0.92698
H 3.97528 6.32612 -2.72624
H 5.84986 5.71375 -1.55878
H 3.04219 1.68920 -2.47496
H 4.40934 2.50693 -1.30672
H 3.18578 -0.52699 -0.95936
H 4.37999 -0.01420 -3.23595
H 5.30045 -1.28242 -2.06438
H 5.93835 0.56641 -2.17068
H 1.46816 0.21163 -2.20067
H -0.21407 0.96547 -2.29078
H 0.58241 -1.63142 -0.42209
H 0.02002 -1.57500 -2.19568
H -0.24607 2.49604 1.26152
H -1.15876 3.62574 -1.24675
H -1.83840 1.87436 -1.16214
H -2.51375 2.61456 1.52687
H -2.37865 4.37118 0.80017
H -3.77405 3.59572 -1.36952
H -4.08201 1.86674 -0.47193
H -8.01938 4.93013 1.67660
H -11.07773 4.86055 1.54711
H -9.42868 2.30435 -2.13890
H 1.29176 1.36318 2.58548
H -0.15731 -0.21633 1.78010
H 0.35603 4.79681 1.25601
H 1.75405 6.01934 2.63394
C 9.79572 1.14041 -2.31534
C 8.65590 1.38579 -1.41598
N 7.75536 1.57962 -0.70548
H 9.78644 0.11928 -2.71087
H 9.78702 1.82003 -3.17415
H 10.75320 1.27990 -1.80224
C -10.80150 8.27456 0.62895
C -9.50809 8.49956 1.29585
N -8.48627 8.67727 1.82276
H -11.16650 7.25438 0.78779
H -11.57321 8.95604 1.00252
H -10.73080 8.42805 -0.45314
C -0.88234 -7.73828 3.16942
C -0.24411 -9.05867 3.30174
N 0.26006 -10.10185 3.40629
H -1.83127 -7.80022 2.62636
H -1.09740 -7.29314 4.14672
H -0.24420 -7.03314 2.62625
C -1.15736 -13.10793 1.79605
C -1.51092 -14.44976 2.28876
N -1.79019 -15.50986 2.67804
H -0.51797 -12.57199 2.50540
H -0.61622 -13.15578 0.84506
H -2.04660 -12.49016 1.63142
C -14.11354 4.16237 -2.12161
C -13.38009 5.42570 -1.93635
N -12.80064 6.42378 -1.79005
H -14.79782 4.21325 -2.97507
H -13.43386 3.32264 -2.30158
H -14.71331 3.90989 -1.24069
C 7.49840 -3.15249 -0.40707
C 7.50999 -2.20036 -1.53028
N 7.51920 -1.44815 -2.41766
H 8.33001 -3.86222 -0.46976
H 7.58175 -2.64095 0.55775
H 6.57372 -3.73891 -0.38339
C -5.45331 7.06854 3.34682
C -4.36834 6.09500 3.13865
N -3.51121 5.32584 2.97415
H -6.08137 7.17106 2.45561
H -6.10926 6.77282 4.17253
H -5.06346 8.06413 3.58413
C 0.71803 -8.81472 -0.70008
C 0.36447 -10.15655 -0.20737
N 0.08519 -11.21665 0.18191
H 1.35742 -8.27878 0.00927
H 1.25916 -8.86257 -1.65107
H -0.17121 -8.19695 -0.86471
C 11.80761 -3.93510 -1.39136
C 11.48589 -2.55273 -1.78354
N 11.23171 -1.46059 -2.09332
H 12.41683 -3.96624 -0.48191
H 10.90322 -4.52081 -1.19508
H 12.36781 -4.45767 -2.17405
C -9.77435 3.09768 -5.32758
C -11.06688 2.81659 -4.68055
N -12.08804 2.59456 -4.16941
H -9.90571 3.46862 -6.34953
H -9.20377 3.85496 -4.77943
H -9.14819 2.20108 -5.38686
C 1.14669 -17.45407 2.96365
C 2.23166 -18.42760 2.75548
N 3.08879 -19.19676 2.59098
H 0.51863 -17.35154 2.07244
H 0.49074 -17.74978 3.78936
H 1.53654 -16.45848 3.20095
C 13.91803 -0.44399 0.38175
C 13.56447 -1.78582 0.87446
N 13.28519 -2.84592 1.26374
H 14.55742 0.09195 1.09110
H 14.45916 -0.49183 -0.56924
H 13.02879 0.17378 0.21712
C -0.49239 1.09020 7.05575
C -0.81411 2.47258 6.66357
N -1.06829 3.56472 6.35379
H 0.11683 1.05907 7.96520
H -1.39678 0.50449 7.25203
H 0.06781 0.56764 6.27306
C -13.65969 0.02482 -6.17435
C -13.16569 -0.56543 -7.42967
N -12.77538 -1.03180 -8.42139
H -13.94924 -0.74529 -5.45164
H -12.89892 0.64942 -5.69412
H -14.53801 0.65704 -6.34275
C 9.47841 1.13700 2.44082
C 10.77181 1.36199 3.10771
N 11.79364 1.53971 3.63463
H 9.11340 0.11682 2.59965
H 8.70669 1.81848 2.81438
H 9.54911 1.29049 1.35873
*
```

***

(5)
The following is a DFT calculation (ωB97M-V/def2-TZVPD) of a molecular structure, C3H6O in a non-equilibrium geometry.

Structure (ORCA input):
```
! wB97M-V def2-TZVPD RIJCOSX def2/J DEFGRID3
* xyz 0 1
C -1.78116 0.10368 0.07747
C 0.64724 0.35952 -0.05037
C 1.94324 -0.11310 0.05542
H -2.35327 -0.91993 0.50788
H -1.57156 0.98338 1.13468
H -2.22763 0.65146 -0.93279
H 0.50438 1.46304 -0.11554
H 2.70229 0.71639 -0.03711
H 2.25604 -1.22899 0.31993
O -0.52077 -0.47074 -0.17152
*
```

Calculated values
ΔE to the lowest compared entry with this formula, charge and spin: 3.486 eV

***

(6)
The following is a DFT calculation (ωB97M-V/def2-TZVPD) of 2 unconnected molecules or ions with the total composition C4H6NO2S in a non-equilibrium geometry.

Structure (ORCA input):
```
! wB97M-V def2-TZVPD RIJCOSX def2/J DEFGRID3
* xyz 1 1
C 3.51677 -0.74845 0.92784
C -0.65648 1.00921 -1.06533
C -0.67725 1.14806 0.44689
C -0.43642 -0.23111 -0.16621
N 2.45886 -0.55639 0.55141
O -3.01527 -0.52982 -0.35221
O -1.68540 -2.69075 -0.15353
S -1.85302 -1.29947 -0.16830
H 4.52015 -0.87723 1.22074
H -1.55018 1.19434 -1.44436
H 0.22209 1.39121 -1.58106
H 0.14426 1.48772 0.96298
H -1.58376 1.47452 0.92589
H 0.59564 -0.77187 -0.10475
*
```

Calculated values
ΔE to the lowest compared entry with this formula, charge and spin: 4.041 eV

***

(7)
The following is a DFT calculation (ωB97M-V/def2-TZVPD) of a molecular structure, C38H63INbO22.

Structure (ORCA input):
```
! wB97M-V def2-TZVPD RIJCOSX def2/J DEFGRID3
* xyz -1 1
C -3.05795 -1.81484 3.54404
C -2.05028 -1.16988 3.39495
C -0.82692 -0.45796 3.16179
Nb 0.70926 -1.78504 2.09891
I 2.51467 -1.32615 4.23196
C -0.69268 -2.40286 0.47856
C -0.40896 -3.71844 -0.10264
O -0.89761 -4.77399 0.24817
C 1.42266 0.07882 1.03672
C 0.37676 0.80901 0.17204
C 0.84819 2.20026 -0.24117
C 0.90864 3.27330 0.86640
C -0.17991 3.18413 1.94988
C 2.41986 -2.87781 1.00069
O 3.77793 -2.57956 1.36963
C 4.58536 -1.98700 0.41913
O 4.68507 -0.59766 0.57901
C 5.33836 -0.21158 1.76609
C 4.76918 1.08732 2.24708
O 5.16845 2.13356 1.34426
H -3.86838 -2.46419 3.74975
H -0.41067 -0.18430 4.12940
H -1.03558 0.47295 2.63888
H 0.20176 -3.31891 3.01823
H -0.73570 -1.66298 -0.32380
H -1.66650 -2.46187 0.97165
H 0.33939 -3.72325 -0.91894
H 2.24385 -0.18648 0.37757
H 1.77318 0.76487 1.81214
H 0.27421 0.24514 -0.75584
H -0.61430 0.82499 0.62419
H 0.26751 2.56714 -1.09102
H 1.86669 2.06870 -0.60950
H 0.84620 4.24837 0.38752
H 1.88135 3.20510 1.34940
H -0.53504 4.18785 2.19132
H 0.21464 2.76877 2.87148
H -1.04799 2.61752 1.63096
H 2.30176 -2.80685 -0.08567
H 2.25537 -3.92997 1.26231
H 4.22448 -2.13346 -0.59869
H 5.58294 -2.43775 0.51411
H 5.20524 -0.94831 2.55782
H 6.40433 -0.04987 1.56456
H 3.68314 1.03233 2.30561
H 5.14660 1.30084 3.25073
H 4.67200 2.91449 1.61631
C -1.50621 -7.77432 1.29737
C -1.71599 -8.21018 2.71950
C -0.47922 -8.23419 3.58781
O -0.80957 -9.24660 4.55640
C -1.68621 -10.09797 3.97780
O -2.02043 -11.14220 4.44276
O -2.12386 -9.60044 2.80227
H -2.38645 -7.99754 0.69485
H -1.31822 -6.70230 1.25415
H -0.65739 -8.29631 0.85173
H -2.50071 -7.61498 3.19346
H -0.26876 -7.29077 4.08310
H 0.40153 -8.56513 3.03324
C -2.34518 2.81709 -6.12793
C -2.07226 2.44918 -4.69614
C -0.62571 2.26482 -4.28705
O -0.74340 1.33949 -3.19648
C -1.86679 0.61445 -3.38878
O -2.16955 -0.35207 -2.76338
O -2.60191 1.14081 -4.39186
H -3.40450 2.68158 -6.33153
H -2.07399 3.85698 -6.31142
H -1.78295 2.18253 -6.81712
H -2.56705 3.15905 -4.02734
H -0.14004 3.17639 -3.94925
H -0.02727 1.79932 -5.07453
C -6.53182 -1.28583 -3.47213
C -6.28166 0.18621 -3.28534
C -7.50250 1.08191 -3.29527
O -6.95798 2.32652 -3.76277
C -5.86832 2.03651 -4.51194
O -5.26872 2.82728 -5.17179
O -5.54951 0.73536 -4.39955
H -5.59488 -1.80167 -3.67571
H -6.97112 -1.70902 -2.56938
H -7.20574 -1.46469 -4.31164
H -5.68222 0.35921 -2.38751
H -7.96238 1.21846 -2.32049
H -8.25235 0.74260 -4.01393
C -0.49050 -3.43290 -3.92450
C 0.41972 -2.23966 -4.04772
C 1.76959 -2.49692 -4.68150
O 2.58006 -1.47267 -4.09573
C 2.03810 -1.16757 -2.88328
O 2.55752 -0.49868 -2.05618
O 0.82371 -1.75776 -2.75562
H -1.31947 -3.20057 -3.25686
H -0.89076 -3.70528 -4.90152
H 0.04353 -4.28895 -3.50900
H -0.09829 -1.41909 -4.55519
H 1.77481 -2.40482 -5.76503
H 2.17517 -3.46978 -4.39233
C 9.28848 4.94782 0.01688
C 8.06803 5.39189 0.77953
C 6.78573 4.66181 0.45546
O 5.79604 5.65965 0.76771
C 6.36644 6.87395 0.60615
O 5.78124 7.90826 0.60879
O 7.70657 6.74752 0.43989
H 10.10037 5.66276 0.14694
H 9.61952 3.97393 0.37614
H 9.07458 4.87440 -1.04995
H 8.25945 5.36763 1.85635
H 6.62556 3.76168 1.04220
H 6.70640 4.41919 -0.60639
C -5.34911 4.97610 4.70876
C -4.15995 4.32490 4.05103
C -4.45827 3.12354 3.17928
O -3.23949 2.38709 3.25893
C -2.64748 2.68392 4.44431
O -1.71561 2.11383 4.89365
O -3.28614 3.73848 5.02900
H -5.02212 5.67408 5.47847
H -5.93609 5.52245 3.97018
H -5.98685 4.22991 5.18442
H -3.57759 5.06405 3.49204
H -4.67811 3.37222 2.14380
H -5.26409 2.50959 3.59072
*
```

***

| no. | frontier orbital gap (eV) |
| --- | --- |
| 1 | 7.969 |
| 2 | 9.303 |
| 3 | 10.996 |
| 4 | 7.237 |
| 5 | 9.990 |
| 6 | 9.995 |
| 7 | 6.215 |